{
  "formula": "C33H88O11",
  "method": "ωB97M-V/def2-TZVPD",
  "elements": ["C", "C", "C", "O", "H", "H", "H", "H", "H", "H", "H", "H", "C", "C", "C", "O", "H", "H", "H", "H", "H", "H", "H", "H", "C", "C", "C", "O", "H", "H", "H", "H", "H", "H", "H", "H", "C", "C", "C", "O", "H", "H", "H", "H", "H", "H", "H", "H", "C", "C", "C", "O", "H", "H", "H", "H", "H", "H", "H", "H", "C", "C", "C", "O", "H", "H", "H", "H", "H", "H", "H", "H", "C", "C", "C", "O", "H", "H", "H", "H", "H", "H", "H", "H", "C", "C", "C", "O", "H", "H", "H", "H", "H", "H", "H", "H", "C", "C", "C", "O", "H", "H", "H", "H", "H", "H", "H", "H", "C", "C", "C", "O", "H", "H", "H", "H", "H", "H", "H", "H", "C", "C", "C", "O", "H", "H", "H", "H", "H", "H", "H", "H"],
  "positions_angstrom": [[17.8038, 18.1458, 15.5719], [17.3863, 16.6897, 15.7454], [18.5025, 15.6456, 15.9196], [16.5731, 16.5727, 16.9236], [16.9207, 18.7786, 15.4877], [18.5143, 18.3789, 14.7759], [18.3835, 18.4686, 16.4439], [16.8105, 16.3381, 14.8805], [19.3889, 16.1587, 16.3174], [18.8111, 15.2706, 14.9455], [18.2610, 14.8999, 16.6679], [15.8030, 17.1409, 16.7926], [12.5365, 22.3581, 19.9574], [11.4519, 23.2862, 19.4694], [12.0157, 24.6839, 19.2020], [10.7622, 22.8141, 18.3253], [12.8509, 22.6116, 20.9715], [13.4495, 22.3540, 19.3542], [12.2009, 21.3163, 19.9611], [10.7255, 23.4489, 20.2759], [12.7923, 24.9134, 19.9299], [11.2666, 25.4728, 19.2879], [12.3825, 24.7165, 18.1735], [10.1648, 22.1112, 18.5933], [16.1535, 22.3261, 13.6224], [15.3286, 22.1286, 12.3496], [15.6719, 23.2227, 11.3365], [15.6773, 20.8602, 11.7897], [17.1964, 22.5697, 13.4035], [16.1824, 21.4136, 14.2237], [15.8036, 23.0906, 14.3210], [14.2621, 22.1378, 12.5790], [16.7021, 23.1726, 10.9928], [15.4685, 24.1922, 11.8007], [14.9451, 23.1545, 10.5226], [16.0917, 20.9981, 10.9365], [21.3560, 22.7064, 20.8058], [20.8093, 21.9908, 22.0168], [20.9100, 20.4766, 21.9102], [21.5630, 22.4861, 23.1385], [21.4629, 23.7844, 20.9189], [20.7632, 22.5240, 19.9083], [22.3709, 22.3388, 20.6291], [19.7721, 22.2670, 22.2550], [21.8897, 20.1770, 21.5246], [20.2039, 19.9886, 21.2323], [20.7901, 19.9605, 22.8675], [21.2763, 22.0007, 23.9197], [19.9670, 24.3800, 11.5367], [18.9903, 24.2443, 12.6841], [19.4628, 23.2829, 13.7501], [18.9223, 25.5440, 13.2877], [21.0073, 24.5092, 11.8387], [19.7273, 25.3267, 11.0415], [19.9159, 23.5955, 10.7814], [17.9594, 24.0095, 12.3877], [19.6069, 22.2472, 13.4114], [18.7028, 23.1588, 14.5299], [20.4025, 23.5986, 14.2021], [18.1566, 25.5917, 13.8940], [14.2675, 26.0001, 14.1040], [15.6774, 26.4161, 13.7527], [15.9509, 27.9070, 13.9182], [16.5465, 25.6855, 14.6664], [14.1617, 24.9509, 13.8204], [13.5469, 26.4608, 13.4106], [13.9552, 26.2577, 15.1114], [16.0421, 26.0727, 12.7841], [15.6903, 28.2249, 14.9327], [15.4000, 28.5745, 13.2554], [17.0214, 28.1078, 13.8413], [16.3264, 25.9762, 15.5775], [15.1399, 18.9740, 24.0116], [15.9197, 19.6033, 22.8595], [14.9983, 20.2694, 21.8434], [16.8339, 20.5871, 23.3505], [14.5806, 19.7329, 24.5642], [15.7665, 18.4721, 24.7509], [14.4311, 18.2497, 23.6064], [16.4288, 18.7840, 22.3403], [14.3216, 19.5293, 21.4206], [15.6840, 20.6207, 21.0705], [14.4313, 21.0875, 22.2850], [17.6659, 20.1477, 23.5518], [16.8075, 28.9682, 17.8259], [16.0471, 27.7008, 18.1875], [14.5315, 27.8621, 18.0861], [16.4279, 26.6649, 17.2830], [17.8268, 28.9158, 18.2257], [16.3736, 29.8855, 18.2265], [16.9815, 29.0431, 16.7526], [16.2791, 27.4217, 19.2164], [14.0467, 26.8889, 18.1192], [14.2120, 28.4158, 17.2025], [14.2399, 28.4533, 18.9587], [17.2693, 26.2575, 17.5595], [17.2384, 22.5113, 16.9690], [17.2755, 22.1405, 18.4371], [17.7417, 20.7269, 18.7509], [18.1696, 23.0846, 19.0427], [16.9162, 23.5473, 16.8222], [16.5021, 21.9221, 16.4244], [18.2352, 22.4821, 16.5245], [16.2904, 22.1745, 18.9209], [17.2132, 19.9942, 18.1392], [17.5528, 20.5242, 19.8080], [18.8201, 20.6374, 18.5956], [17.9920, 23.0484, 19.9964], [19.9476, 27.0165, 16.7294], [19.6014, 25.6132, 17.1969], [20.7773, 24.6999, 17.5124], [18.8770, 25.6936, 18.4778], [20.0373, 27.6927, 17.5751], [19.1676, 27.3743, 16.0564], [20.8461, 26.9306, 16.1203], [18.8846, 25.0617, 16.5807], [21.5486, 24.6058, 16.7384], [20.4761, 23.6495, 17.5908], [21.2510, 24.9504, 18.4610], [18.6924, 24.7502, 18.6746], [17.0795, 24.5112, 23.5776], [16.2382, 24.1985, 22.3588], [16.1210, 25.2928, 21.3126], [16.8276, 23.0820, 21.6548], [18.1401, 24.5518, 23.3434], [16.8190, 23.8149, 24.3775], [16.7835, 25.4793, 23.9988], [15.2305, 23.8750, 22.6467], [15.6119, 26.1846, 21.6811], [15.5829, 24.8567, 20.4698], [17.1037, 25.6257, 20.9687], [16.7728, 22.3085, 22.2367]],
  "atomic_forces_ev_per_a": [[0.8, 0.0, 0.5], [-0.1, -0.9, 0.0], [0.9, 1.7, 0.1], [-0.2, 0.3, -0.2], [0.0, 0.1, -0.2], [-0.4, -0.4, -0.5], [-0.4, -0.1, 0.3], [-0.2, 0.3, 0.0], [0.0, -0.1, 0.0], [-0.2, -0.4, 0.1], [-0.4, -0.3, -0.4], [0.1, -0.1, 0.1], [0.4, -0.8, 0.0], [-0.2, 1.0, 0.7], [-0.3, -0.1, -0.5], [0.2, 0.1, -0.3], [-0.1, 0.1, 0.0], [-0.2, 0.3, -0.2], [-0.1, 0.1, 0.1], [0.0, -0.4, 0.1], [0.2, 0.0, -0.2], [-0.2, -0.2, 0.0], [0.4, 0.0, 0.1], [0.0, 0.0, 0.0], [0.1, -0.4, 0.6], [1.4, 0.4, 0.0], [-1.5, 0.2, 0.4], [-0.3, -0.3, 0.2], [-0.4, -0.2, -0.2], [-0.1, -0.2, -0.3], [-0.2, 0.2, -0.4], [-0.1, -0.1, -0.1], [0.0, -0.1, 0.0], [0.3, 0.0, -0.1], [0.4, 0.0, -0.3], [0.0, 0.0, -0.1], [0.3, -0.1, -0.4], [-0.4, 0.3, 0.8], [0.4, -0.7, -0.3], [0.3, -0.3, 0.0], [-0.3, 0.0, 0.3], [-0.1, -0.1, 0.1], [0.0, -0.1, -0.1], [-0.1, 0.0, -0.6], [0.1, 0.2, 0.2], [-0.2, 0.5, -0.1], [0.0, 0.3, 0.1], [0.1, 0.1, 0.0], [-0.3, 0.7, -0.7], [0.3, 0.7, 1.0], [-0.2, -1.2, 0.4], [0.1, 0.3, -0.1], [-0.1, -0.3, 0.4], [-0.1, -0.2, -0.2], [-0.1, -0.2, 0.2], [0.5, -0.2, -0.4], [0.1, 0.2, -0.4], [0.2, 0.4, 0.1], [0.0, 0.2, 0.0], [0.1, -0.2, -0.1], [-0.7, 0.0, -2.1], [0.8, 0.1, 1.3], [0.1, 0.2, 0.5], [-0.2, 0.2, 0.1], [0.0, -0.2, 0.8], [0.1, 0.3, 0.2], [0.3, -0.3, 0.2], [-0.5, 0.1, -0.2], [-0.1, -0.2, 0.0], [0.0, -0.3, -0.3], [0.0, -0.1, -0.3], [0.2, 0.1, -0.3], [-0.1, 0.2, 0.1], [-1.0, -0.5, 0.4], [0.9, -0.3, 0.2], [0.2, 0.0, -0.3], [0.0, 0.1, -0.1], [0.2, -0.1, -0.2], [0.0, 0.0, 0.1], [0.4, 0.2, 0.0], [-0.1, 0.1, 0.0], [-0.5, 0.3, -0.3], [0.0, 0.1, 0.0], [0.0, 0.1, 0.1], [0.9, 0.1, 0.3], [-0.4, 0.2, -0.7], [0.4, 0.3, 0.4], [0.0, -0.5, 0.0], [-0.1, -0.1, 0.1], [-0.2, -0.1, -0.1], [-0.5, 0.1, -0.1], [0.1, -0.2, 0.0], [-0.1, 0.0, 0.0], [0.1, -0.1, -0.1], [-0.3, -0.1, -0.1], [0.0, 0.2, 0.5], [-0.4, 0.4, 0.0], [0.2, -0.1, 0.0], [0.4, 0.1, -0.1], [-0.3, -0.3, 0.5], [-0.1, 0.0, 0.3], [0.3, -0.3, -0.1], [0.0, -0.5, 0.0], [-0.1, 0.7, -0.3], [0.0, -0.1, 0.1], [0.0, -0.1, 0.0], [0.0, -0.1, -0.2], [0.0, 0.2, 0.2], [-0.5, -0.8, -0.7], [-0.3, -0.8, 1.8], [0.7, -0.9, -0.7], [-0.1, 0.2, -0.6], [0.3, 0.0, 0.0], [-0.1, 0.2, 0.1], [0.2, 0.4, 0.2], [0.4, 0.4, -0.8], [-0.1, 0.6, -0.1], [-0.5, 0.2, 0.3], [0.0, 0.3, -0.1], [-0.2, 0.4, 0.2], [-0.9, 0.7, 0.5], [0.3, -0.4, -0.7], [0.2, 0.0, 0.1], [0.0, -0.2, 0.1], [0.0, -0.2, 0.0], [0.5, -0.3, -0.1], [0.1, 0.1, -0.2], [0.0, 0.2, 0.2], [-0.2, -0.1, 0.1], [0.0, 0.3, -0.1], [0.1, -0.2, 0.0], [0.2, -0.1, 0.0]],
  "lowdin_charge": [-0.059, -0.480, -0.048, -0.070, 0.069, 0.082, 0.071, 0.128, 0.074, 0.075, 0.075, 0.084, -0.069, -0.508, -0.055, -0.038, 0.071, 0.079, 0.078, 0.133, 0.067, 0.078, 0.081, 0.088, -0.052, -0.453, -0.051, -0.049, 0.042, 0.068, 0.069, 0.134, 0.077, 0.064, 0.085, 0.074, -0.052, -0.486, -0.057, -0.059, 0.083, 0.064, 0.087, 0.122, 0.082, 0.071, 0.072, 0.079, -0.051, -0.483, -0.065, -0.078, 0.081, 0.080, 0.076, 0.094, 0.089, 0.042, 0.083, 0.036, -0.041, -0.442, -0.038, -0.115, 0.066, 0.087, 0.081, 0.123, 0.060, 0.082, 0.083, 0.059, -0.058, -0.480, -0.051, -0.056, 0.083, 0.076, 0.081, 0.140, 0.089, 0.058, 0.081, 0.097, -0.044, -0.459, -0.043, -0.090, 0.072, 0.080, 0.071, 0.122, 0.063, 0.076, 0.081, 0.056, -0.033, -0.452, -0.039, -0.085, 0.078, 0.070, 0.078, 0.127, 0.073, 0.060, 0.085, 0.069, -0.025, -0.436, -0.055, -0.113, 0.083, 0.068, 0.081, 0.114, 0.079, 0.064, 0.081, 0.042, -0.043, -0.463, -0.050, -0.095, 0.085, 0.078, 0.082, 0.133, 0.084, 0.078, 0.083, 0.045],
  "gap_ev": 9.749,
  "largest_force_ha_per_bohr": 0.043,
  "lumo_ev": 0.3,
  "energy_ev": -58170.377,
  "smiles": "CC(C)O.CC(C)O.CC(C)O.CC(C)O.CC(C)O.CC(C)O.CC(C)O.CC(C)O.CC(C)O.CC(C)O.CC(C)O"
}